(1)
{"formula": "C25H18Co2NO6", "method": "the ωB97M-V functional and the def2-TZVPD basis", "energy_ha": -4235.10382, "charge": -1, "de_lowest_kcal_mol": 17.0, "homo_ha": -0.1235, "multiplicity": 1, "symbols": ["O", "C", "Co", "C", "O", "C", "O", "C", "C", "C", "C", "C", "C", "C", "C", "C", "Co", "C", "O", "C", "O", "C", "O", "H", "H", "H", "H", "H", "H", "H", "C", "C", "C", "C", "C", "C", "C", "C", "C", "N", "C", "H", "H", "H", "H", "H", "H", "H", "H", "H", "H", "H"], "coordinates": [[-2.302, 1.823, -1.476], [-1.149, 1.515, -1.346], [-0.262, 0.322, -0.124], [0.062, 1.977, -2.194], [0.051, 3.021, -2.824], [-1.724, 0.017, 0.723], [-2.713, -0.100, 1.322], [-0.051, -1.364, -1.708], [-1.307, -1.962, -2.090], [-1.986, -2.806, -1.183], [-3.183, -3.417, -1.547], [-3.734, -3.184, -2.812], [-3.075, -2.339, -3.716], [-1.869, -1.735, -3.366], [0.814, -0.313, -1.655], [1.197, 0.965, -2.238], [1.564, -1.873, -1.094], [1.081, -2.688, 0.411], [0.787, -3.261, 1.375], [3.170, -1.172, -1.121], [4.244, -0.734, -1.154], [1.974, -3.244, -2.094], [2.274, -4.145, -2.756], [-1.555, -2.970, -0.192], [-3.683, -4.075, -0.834], [-4.674, -3.661, -3.094], [-3.499, -2.148, -4.703], [-1.343, -1.071, -4.057], [2.159, 1.363, -1.879], [1.385, 0.795, -3.320], [0.167, 3.861, 0.362], [0.431, 2.562, 0.987], [1.184, 1.391, 0.457], [1.447, 0.603, 1.721], [0.718, 1.188, 2.766], [0.672, 0.689, 4.060], [1.434, -0.453, 4.321], [2.239, -1.008, 3.311], [2.295, -0.467, 2.025], [0.142, 2.376, 2.284], [-0.611, 3.314, 3.108], [0.537, 3.890, -0.667], [-0.918, 4.059, 0.332], [0.651, 4.672, 0.937], [2.058, 1.591, -0.163], [0.058, 1.176, 4.814], [1.414, -0.909, 5.309], [2.847, -1.882, 3.546], [3.000, -0.832, 1.272], [-0.807, 2.842, 4.070], [-0.049, 4.241, 3.270], [-1.563, 3.560, 2.623]], "mulliken_charge": [-0.670, 0.631, -0.038, 0.071, -0.655, 0.232, -0.512, -1.462, 0.314, -0.117, -0.859, -0.378, -0.698, -0.239, 2.257, -0.282, -0.113, 0.141, -0.420, -0.171, -0.460, 0.271, -0.469, 0.309, 0.362, 0.351, 0.360, 0.400, 0.266, 0.469, -1.962, -0.487, 0.364, 0.926, 0.057, -1.108, -0.861, -0.615, -0.358, 0.379, -0.988, 0.237, 0.342, 0.546, 1.146, 0.241, 0.358, 0.415, 0.486, 0.373, 0.285, 0.332]}

---

(2)
{"formula": "C25H18F3I3N4NbO3SSeTe", "method": "the ωB97M-V functional and the def2-TZVPD basis", "energy_ha": -5725.22347, "charge": 1, "homo_ha": [-0.3788, -0.3789], "multiplicity": 1, "symbols": ["Nb", "I", "C", "C", "C", "I", "C", "O", "C", "C", "N", "C", "C", "C", "C", "C", "C", "N", "C", "H", "H", "H", "H", "H", "H", "H", "H", "H", "H", "H", "I", "Se", "N", "C", "C", "C", "C", "C", "C", "N", "H", "H", "H", "H", "Te", "C", "C", "C", "C", "S", "H", "H", "H", "F", "C", "F", "F", "C", "O", "O"], "coordinates": [[13.407, -13.525, 3.104], [12.002, -20.701, 6.380], [12.211, -18.689, 5.821], [12.135, -17.590, 6.674], [12.533, -16.317, 6.189], [13.163, -14.871, 7.551], [12.725, -16.218, 4.788], [13.046, -14.998, 4.241], [12.425, -17.273, 3.918], [12.344, -17.024, 2.381], [11.165, -16.220, 2.064], [9.906, -16.913, 2.388], [8.935, -16.070, 3.203], [8.895, -16.048, 4.615], [7.958, -15.187, 5.209], [7.070, -14.486, 4.388], [7.256, -14.563, 3.021], [8.121, -15.360, 2.404], [12.333, -18.523, 4.448], [11.875, -17.639, 7.705], [12.332, -17.993, 1.809], [13.229, -16.440, 2.091], [11.160, -15.984, 1.087], [10.102, -17.797, 3.044], [9.367, -17.213, 1.499], [9.471, -16.771, 5.202], [7.941, -14.994, 6.281], [6.255, -13.919, 4.842], [6.583, -14.001, 2.383], [12.360, -19.409, 3.785], [11.173, -12.215, 4.459], [13.993, -10.880, 3.910], [14.160, -11.818, 2.036], [15.460, -11.683, 1.778], [16.025, -12.176, 0.601], [17.406, -12.131, 0.447], [18.253, -11.567, 1.401], [17.730, -10.842, 2.465], [16.320, -10.913, 2.723], [15.758, -10.254, 3.762], [15.431, -12.540, -0.244], [17.849, -12.617, -0.401], [19.340, -11.699, 1.292], [18.322, -10.217, 3.114], [11.237, -13.106, 1.214], [11.597, -11.578, -0.165], [11.497, -10.226, 0.156], [11.961, -9.368, -0.909], [12.271, -10.081, -2.041], [12.098, -11.776, -1.841], [11.081, -9.900, 1.132], [12.076, -8.344, -0.754], [12.632, -9.741, -3.001], [17.930, -15.142, 2.970], [16.925, -15.474, 2.085], [17.396, -15.230, 0.825], [16.629, -16.795, 2.148], [15.684, -14.641, 2.521], [14.614, -14.780, 1.782], [15.633, -13.920, 3.556]], "mulliken_charge": [0.876, 0.118, -0.146, -0.206, -0.456, 0.108, -0.197, -0.107, 0.353, -1.499, 0.204, -0.875, 0.499, -0.280, -0.544, -0.422, -0.298, -0.443, -0.319, 0.541, 0.446, 0.144, 0.387, 0.311, 0.395, 0.372, 0.412, 0.393, 0.387, 0.389, -0.138, 0.423, -0.725, 1.289, -0.600, -0.408, -0.699, -0.501, 0.711, -0.756, 0.440, 0.458, 0.415, 0.486, 0.216, 0.133, -0.327, -0.663, -0.432, -0.077, 0.418, 0.442, 0.391, -0.241, 0.539, -0.215, -0.205, 1.372, -0.702, -0.587]}

---

(3)
{"formula": "C25H18MnN4O8S2", "method": "the ωB97M-V functional and the def2-TZVPD basis", "energy_ha": -3731.76679, "charge": 1, "de_lowest_kcal_mol": 0.0, "s_squared": 6.050, "homo_ha": [-0.3812, -0.3815], "multiplicity": 5, "symbols": ["Mn", "O", "C", "O", "C", "C", "C", "C", "C", "N", "C", "O", "O", "H", "H", "H", "H", "H", "O", "C", "C", "C", "C", "C", "C", "C", "O", "N", "N", "C", "S", "C", "C", "S", "H", "H", "H", "H", "H", "H", "H", "H", "H", "O", "C", "N", "C", "O", "C", "C", "C", "C", "C", "C", "H", "H", "H", "H"], "coordinates": [[0.004, -0.084, -1.075], [-3.716, 0.934, 0.821], [-2.496, 0.723, 0.389], [-2.141, -0.239, -0.258], [-1.506, 1.769, 0.803], [-1.806, 2.918, 1.518], [-0.778, 3.809, 1.771], [0.504, 3.530, 1.310], [0.710, 2.354, 0.614], [-0.282, 1.498, 0.378], [1.996, 1.877, -0.008], [3.127, 2.506, 0.233], [1.970, 0.909, -0.733], [-4.300, 0.231, 0.491], [-2.818, 3.105, 1.845], [-0.970, 4.724, 2.314], [1.303, 4.238, 1.487], [3.034, 3.212, 0.887], [1.780, -2.029, 2.416], [1.878, -3.252, 1.848], [2.487, -4.252, 2.607], [2.625, -5.527, 2.104], [2.159, -5.840, 0.825], [1.560, -4.860, 0.072], [1.406, -3.554, 0.562], [0.762, -2.556, -0.296], [0.625, -1.319, 0.171], [0.336, -2.862, -1.473], [-0.276, -1.761, -2.089], [-0.724, -2.051, -3.273], [-1.669, -0.953, -4.240], [-2.231, -2.231, -5.399], [-1.095, -3.214, -5.574], [-0.462, -3.635, -3.927], [1.343, -1.444, 1.776], [2.842, -3.991, 3.595], [3.099, -6.287, 2.709], [2.270, -6.841, 0.431], [1.194, -5.079, -0.922], [-2.485, -1.733, -6.334], [-3.119, -2.711, -4.991], [-0.287, -2.785, -6.165], [-1.431, -4.138, -6.042], [1.361, 0.646, -3.594], [0.367, 1.326, -3.497], [-0.538, 1.199, -2.438], [-1.549, 2.137, -2.557], [-2.446, 2.314, -1.755], [-1.320, 2.874, -3.835], [-2.059, 3.872, -4.437], [-1.575, 4.378, -5.640], [-0.397, 3.897, -6.205], [0.342, 2.890, -5.589], [-0.149, 2.393, -4.399], [-2.972, 4.242, -3.990], [-2.122, 5.160, -6.149], [-0.052, 4.316, -7.140], [1.258, 2.511, -6.021]], "mulliken_charge": [0.317, -0.472, 0.368, -0.422, 0.589, -0.888, -0.783, -1.061, 1.079, 0.690, 0.348, -0.464, -0.305, 0.411, 0.617, 0.462, 0.333, 0.295, -0.689, 0.444, -0.712, -0.331, -0.809, -0.512, 0.159, 1.360, -1.117, -0.815, 0.315, 0.149, 0.003, -0.603, -0.613, 0.034, 0.381, 0.449, 0.390, 0.416, 0.494, 0.416, 0.319, 0.320, 0.417, -0.547, -0.149, 0.809, 0.026, -0.673, 0.267, -0.527, -0.551, -0.509, -0.596, 0.570, 0.518, 0.421, 0.429, 0.533]}

---

(4)
{"formula": "C25H18N3O6PdS", "method": "the ωB97M-V functional and the def2-TZVPD basis", "energy_ha": -2105.31633, "charge": -1, "de_lowest_kcal_mol": 3.2, "s_squared": 2.005, "homo_ha": [-0.2032, -0.2025], "multiplicity": 3, "symbols": ["Pd", "O", "C", "C", "O", "O", "C", "C", "C", "C", "C", "C", "C", "C", "C", "C", "C", "C", "H", "H", "H", "H", "H", "H", "H", "H", "H", "H", "H", "N", "C", "C", "C", "N", "C", "N", "C", "C", "C", "C", "C", "C", "C", "S", "O", "O", "O", "H", "H", "H", "H", "H", "H", "H"], "coordinates": [[0.705, 0.867, -1.334], [0.031, -0.742, 0.120], [0.108, -2.053, -0.497], [0.913, -2.017, -1.834], [1.290, -3.062, -2.332], [1.033, -0.870, -2.410], [-1.325, -2.444, -0.856], [-1.557, -3.654, -1.503], [-2.850, -4.039, -1.811], [-3.923, -3.221, -1.489], [-3.694, -2.013, -0.853], [-2.400, -1.624, -0.533], [0.663, -2.992, 0.573], [-0.039, -3.060, 1.778], [0.402, -3.869, 2.810], [1.551, -4.633, 2.650], [2.251, -4.569, 1.457], [1.815, -3.753, 0.420], [0.825, -0.616, 0.663], [-0.717, -4.281, -1.774], [-3.019, -4.975, -2.329], [-4.930, -3.511, -1.762], [-4.519, -1.349, -0.628], [-2.228, -0.668, -0.061], [-0.945, -2.478, 1.894], [-0.157, -3.909, 3.737], [1.897, -5.272, 3.452], [3.150, -5.158, 1.324], [2.359, -3.715, -0.511], [-1.277, 1.213, -2.058], [-2.355, 0.975, -2.408], [-3.671, 0.756, -2.784], [-3.978, -0.108, -3.858], [-4.253, -0.806, -4.734], [-4.698, 1.411, -2.072], [-5.540, 1.942, -1.486], [1.260, 6.686, 2.751], [1.725, 5.497, 1.959], [0.845, 4.476, 1.615], [1.277, 3.379, 0.885], [2.599, 3.294, 0.481], [3.493, 4.299, 0.821], [3.052, 5.389, 1.554], [3.155, 1.940, -0.524], [4.585, 1.953, -0.497], [2.518, 2.149, -1.843], [2.496, 0.727, 0.050], [0.201, 6.609, 2.994], [1.411, 7.613, 2.196], [1.813, 6.774, 3.688], [-0.192, 4.535, 1.921], [0.565, 2.590, 0.659], [4.525, 4.217, 0.511], [3.757, 6.169, 1.817]], "mulliken_charge": [0.889, -0.526, 2.712, 0.231, -0.681, -0.730, -0.685, -0.293, -0.787, -0.466, -1.006, -0.100, -0.330, -0.087, -0.783, -0.361, -0.832, -0.416, 0.408, 0.442, 0.390, 0.370, 0.446, 0.617, 0.408, 0.384, 0.383, 0.394, 0.464, -0.567, 0.356, -0.058, 0.180, -0.546, 0.233, -0.562, -1.376, 0.898, -1.171, -0.136, 0.291, -0.586, -0.557, 1.781, -0.668, -0.815, -0.657, 0.350, 0.321, 0.323, 0.303, 0.357, 0.485, 0.368]}